The following is a DFT calculation (ωB97M-V/def2-TZVPD) of C19H24AuBr2N7OS as an isolated structure.

Computed properties:
- total charge = +2
- total energy (hartree) = -6878.2966
- multiplicity = 1

Last column: Mulliken charge in e.
CARTESIAN COORDINATES (ANGSTROEM)
Au -1.05 -0.26 -1.04  0.57
C -0.86 2.92 -1.71  -1.24
C -1.72 2.87 -0.50  0.77
C -2.24 4.03 0.08  -0.99
C -3.05 3.95 1.19  -0.79
C -3.34 2.68 1.72  0.91
C -4.21 2.47 2.84  0.42
Br -4.95 3.88 3.72  0.04
C -4.56 1.19 3.34  -0.52
C -4.04 0.07 2.76  -0.20
Br -4.46 -1.60 3.33  0.10
C -3.07 0.18 1.60  0.59
O -2.54 -0.79 1.14  -0.42
C -2.78 1.57 1.08  0.26
N -1.99 1.65 0.02  -0.36
H -0.68 3.94 -2.03  0.47
H -1.35 2.36 -2.51  0.31
H 0.09 2.42 -1.50  0.12
H -2.00 4.99 -0.35  0.44
H -3.45 4.84 1.65  0.43
H -5.24 1.12 4.17  0.49
C 0.75 -1.77 1.15  -0.77
N 1.89 -1.94 2.02  0.10
C 3.11 -1.86 1.21  -0.70
N 3.22 -0.58 0.51  0.14
C 2.06 -0.43 -0.34  -0.86
N 0.78 -0.47 0.43  0.86
C 0.85 0.60 1.45  -0.54
N 1.99 0.47 2.33  0.15
C 1.91 -0.84 2.99  -0.72
C 3.21 0.49 1.51  -0.69
H -0.18 -1.82 1.73  0.18
H 0.73 -2.57 0.40  0.31
H 3.11 -2.67 0.48  0.32
H 3.98 -1.98 1.86  0.37
H 2.03 -1.23 -1.08  0.32
H 2.11 0.53 -0.87  0.16
H -0.07 0.56 2.05  0.05
H 0.90 1.57 0.94  0.11
H 1.00 -0.89 3.60  0.34
H 2.77 -0.96 3.64  0.35
H 4.08 0.38 2.16  0.35
H 3.28 1.46 1.01  0.34
S -1.47 -1.54 -2.94  -0.41
C 0.06 -2.11 -3.46  0.31
N 1.20 -1.41 -3.54  0.00
C 2.26 -2.15 -4.23  -0.43
C 1.60 -3.53 -4.47  -0.49
N 0.26 -3.33 -3.92  -0.15
H 1.20 -0.42 -3.40  0.19
H 3.15 -2.22 -3.61  0.26
H 2.52 -1.66 -5.17  0.34
H 2.12 -4.33 -3.93  0.31
H 1.56 -3.80 -5.52  0.31
H -0.49 -4.01 -3.98  0.21